No. 1
# C15H48BNO20

C15H48BNO20 as an isolated structure (ωB97M-V/def2-TZVPD, OMol25).

The geometry in XYZ format:
```
85
Properties=species:S:1:pos:R:3
C 1.811 3.729 -1.571
C 1.711 2.691 -0.548
C 0.692 3.083 0.613
C 0.230 1.849 1.497
N -0.894 2.225 2.388
C -0.432 3.146 3.534
C 0.320 2.307 4.536
C 0.000 0.870 4.277
C -1.124 0.982 3.250
C -2.197 2.727 1.752
C -2.694 1.802 0.723
C -4.220 1.873 0.375
H 1.881 4.758 -1.295
H 0.688 3.668 -1.990
H 2.537 3.425 -2.491
H 2.845 2.710 0.051
H 1.617 1.597 -0.922
H -0.168 3.455 0.116
H 1.032 3.891 1.295
H 1.259 1.441 1.609
H -0.119 1.132 0.796
H -1.462 3.382 4.084
H -0.101 4.115 3.123
H 0.232 2.614 5.559
H 1.307 2.573 4.422
H -0.366 0.463 5.072
H 0.880 0.206 3.946
H -2.106 1.066 3.725
H -1.078 -0.068 2.676
H -2.059 3.730 1.304
H -3.063 2.884 2.464
H -2.605 0.758 0.914
H -2.211 2.041 -0.256
H -4.395 2.786 -0.198
H -4.948 2.029 1.434
H -4.538 1.008 -0.069
O -2.817 -0.643 -1.795
C -2.001 -1.309 -1.172
O -0.876 -0.875 -1.042
B 0.048 -1.940 -0.612
O -0.869 -3.039 -0.584
C -1.994 -2.718 -0.919
O -2.808 -3.556 -1.405
O 0.553 -1.600 0.808
C 1.776 -1.734 0.801
O 2.415 -1.084 1.702
C 2.265 -1.888 -0.599
O 1.258 -2.070 -1.365
O 3.463 -2.033 -0.873
O 5.550 -2.738 1.191
H 5.352 -3.320 0.506
H 5.381 -1.823 1.113
O -1.649 -6.049 -1.916
H -1.917 -5.156 -1.873
H -2.244 -6.511 -2.435
O 4.676 -0.017 1.211
H 4.007 0.301 1.760
H 5.610 0.285 1.321
O 4.634 0.157 -1.670
H 4.587 -0.054 -0.805
H 5.347 -0.344 -1.848
O -5.351 -3.234 -1.489
H -4.563 -2.863 -1.117
H -5.062 -3.003 -2.443
O -2.426 1.675 -2.697
H -3.130 2.094 -2.257
H -2.440 0.809 -2.183
O 4.573 -3.968 -1.043
H 4.138 -3.091 -1.146
H 5.007 -4.002 -1.926
O -4.265 0.229 -4.336
H -5.036 0.508 -3.914
H -3.579 0.844 -3.887
O -1.217 -2.480 -3.892
H -0.994 -1.548 -3.936
H -2.145 -2.412 -3.580
O 4.239 -1.069 4.266
H 3.676 -1.210 3.454
H 3.803 -1.596 5.053
O -4.075 -2.435 -3.742
H -4.228 -1.473 -3.609
H -4.098 -2.983 -4.624
O 2.940 -0.434 -2.563
H 2.581 -1.322 -2.186
H 3.627 -0.204 -1.916
```

Calculated values
- E_HOMO: -9.0667 eV
- Max |F|: 0.1868 Eh/bohr
- DFT total energy: -2184.496959 Eh
- Energy relative to the best compared isomer or geometry (same formula, charge and spin): 98.85 kcal per mole


No. 2
# C15H48BNO20

C15H48BNO20 as an isolated structure (ωB97M-V/def2-TZVPD, OMol25).

The geometry in XYZ format:
```
85
Properties=species:S:1:pos:R:3
C 0.609 -4.518 -1.965
C 0.815 -3.136 -1.274
C 1.800 -2.262 -2.029
C 1.889 -0.845 -1.165
N 2.974 0.045 -1.593
C 2.697 0.508 -3.011
C 3.636 -0.289 -3.859
C 4.765 -0.786 -2.980
C 4.288 -0.583 -1.582
C 2.916 1.211 -0.624
C 3.455 0.982 0.817
C 3.433 2.274 1.740
H 0.382 -4.338 -2.892
H -0.278 -5.162 -1.506
H 1.539 -5.166 -2.051
H 1.212 -3.489 -0.247
H 0.019 -2.784 -0.875
H 1.363 -2.167 -2.987
H 2.857 -2.648 -2.389
H 1.875 -1.202 0.072
H 0.791 -0.279 -1.287
H 2.955 1.505 -3.117
H 1.708 0.230 -3.400
H 4.140 0.297 -4.605
H 3.170 -1.285 -4.251
H 5.830 -0.496 -3.034
H 4.828 -1.751 -3.158
H 4.974 -0.015 -1.016
H 4.627 -1.429 -1.192
H 1.817 1.495 -0.300
H 3.276 2.157 -0.929
H 4.526 0.981 0.958
H 2.949 0.082 1.260
H 3.847 3.163 1.146
H 3.817 1.992 2.760
H 2.521 2.588 2.020
O -0.016 1.771 2.892
C -0.806 1.170 2.111
O -0.465 1.094 0.863
B -1.593 0.522 0.225
O -2.602 0.267 1.323
C -1.984 0.617 2.350
O -2.466 0.392 3.422
O -1.399 -0.705 -0.560
C -1.695 -0.586 -1.727
O -1.535 -1.362 -2.633
C -2.162 0.702 -1.863
O -2.277 1.340 -0.777
O -2.270 1.325 -2.966
O -3.618 -2.372 3.237
H -3.009 -2.742 2.531
H -3.703 -1.374 2.901
O 1.653 0.607 4.616
H 1.192 1.179 4.003
H 1.963 -0.282 4.141
O -0.042 4.477 1.597
H -0.186 3.617 2.030
H 0.647 4.607 0.871
O -3.416 4.364 -1.537
H -3.484 3.405 -1.333
H -3.391 4.774 -0.597
O -2.239 2.049 5.613
H -2.652 1.688 4.814
H -2.890 2.693 5.794
O -1.888 -2.467 5.295
H -2.594 -2.350 4.599
H -1.542 -3.262 5.021
O -4.667 -1.307 -0.314
H -4.794 -0.669 0.292
H -4.244 -2.094 0.074
O -2.384 -3.522 1.066
H -2.565 -4.431 1.271
H -2.099 -3.496 0.112
O 0.239 -1.109 -5.021
H -0.343 -1.018 -4.152
H -0.327 -0.931 -5.810
O -5.379 0.570 1.783
H -5.127 1.034 2.595
H -6.273 0.264 2.097
O -0.309 3.866 4.885
H -0.900 3.252 5.253
H 0.000 3.253 4.211
O -2.611 2.461 -5.499
H -2.449 1.885 -4.682
H -3.323 1.943 -5.871
```

Calculated values
- E_HOMO: -10.0198 eV
- Max |F|: 0.2506 Eh/bohr
- DFT total energy: -2184.595083 Eh
- Energy relative to the best compared isomer or geometry (same formula, charge and spin): 37.28 kcal per mole


Repeat the second record exactly.
# C15H48BNO20

C15H48BNO20 as an isolated structure (ωB97M-V/def2-TZVPD, OMol25).

The geometry in XYZ format:
```
85
Properties=species:S:1:pos:R:3
C 0.609 -4.518 -1.965
C 0.815 -3.136 -1.274
C 1.800 -2.262 -2.029
C 1.889 -0.845 -1.165
N 2.974 0.045 -1.593
C 2.697 0.508 -3.011
C 3.636 -0.289 -3.859
C 4.765 -0.786 -2.980
C 4.288 -0.583 -1.582
C 2.916 1.211 -0.624
C 3.455 0.982 0.817
C 3.433 2.274 1.740
H 0.382 -4.338 -2.892
H -0.278 -5.162 -1.506
H 1.539 -5.166 -2.051
H 1.212 -3.489 -0.247
H 0.019 -2.784 -0.875
H 1.363 -2.167 -2.987
H 2.857 -2.648 -2.389
H 1.875 -1.202 0.072
H 0.791 -0.279 -1.287
H 2.955 1.505 -3.117
H 1.708 0.230 -3.400
H 4.140 0.297 -4.605
H 3.170 -1.285 -4.251
H 5.830 -0.496 -3.034
H 4.828 -1.751 -3.158
H 4.974 -0.015 -1.016
H 4.627 -1.429 -1.192
H 1.817 1.495 -0.300
H 3.276 2.157 -0.929
H 4.526 0.981 0.958
H 2.949 0.082 1.260
H 3.847 3.163 1.146
H 3.817 1.992 2.760
H 2.521 2.588 2.020
O -0.016 1.771 2.892
C -0.806 1.170 2.111
O -0.465 1.094 0.863
B -1.593 0.522 0.225
O -2.602 0.267 1.323
C -1.984 0.617 2.350
O -2.466 0.392 3.422
O -1.399 -0.705 -0.560
C -1.695 -0.586 -1.727
O -1.535 -1.362 -2.633
C -2.162 0.702 -1.863
O -2.277 1.340 -0.777
O -2.270 1.325 -2.966
O -3.618 -2.372 3.237
H -3.009 -2.742 2.531
H -3.703 -1.374 2.901
O 1.653 0.607 4.616
H 1.192 1.179 4.003
H 1.963 -0.282 4.141
O -0.042 4.477 1.597
H -0.186 3.617 2.030
H 0.647 4.607 0.871
O -3.416 4.364 -1.537
H -3.484 3.405 -1.333
H -3.391 4.774 -0.597
O -2.239 2.049 5.613
H -2.652 1.688 4.814
H -2.890 2.693 5.794
O -1.888 -2.467 5.295
H -2.594 -2.350 4.599
H -1.542 -3.262 5.021
O -4.667 -1.307 -0.314
H -4.794 -0.669 0.292
H -4.244 -2.094 0.074
O -2.384 -3.522 1.066
H -2.565 -4.431 1.271
H -2.099 -3.496 0.112
O 0.239 -1.109 -5.021
H -0.343 -1.018 -4.152
H -0.327 -0.931 -5.810
O -5.379 0.570 1.783
H -5.127 1.034 2.595
H -6.273 0.264 2.097
O -0.309 3.866 4.885
H -0.900 3.252 5.253
H 0.000 3.253 4.211
O -2.611 2.461 -5.499
H -2.449 1.885 -4.682
H -3.323 1.943 -5.871
```

Calculated values
- E_HOMO: -10.0198 eV
- Max |F|: 0.2506 Eh/bohr
- DFT total energy: -2184.595083 Eh
- Energy relative to the best compared isomer or geometry (same formula, charge and spin): 37.28 kcal per mole


Look up the DFT total energy of the first one.
-2184.496959 Eh


Which formula does entry 1 have?
C15H48BNO20


The lowest max |F| belongs to which entry?
number 1